Record 1
C4H6OS | wB97M-V/def2-TZVPD

The geometry in ORCA input format:
```
! wB97M-V def2-TZVPD RIJCOSX def2/J DEFGRID3
* xyz 0 1
C -0.919 0.454 0.312
C -1.563 -0.734 -0.407
C -0.418 -1.621 0.143
C 0.390 -0.332 0.190
H -0.367 2.181 -0.539
H -1.212 0.347 1.408
H -1.571 -0.658 -1.492
H -2.564 -0.982 -0.099
H -0.638 -1.988 1.168
H -0.103 -2.475 -0.508
O -1.094 1.827 0.000
S 1.891 0.148 -0.085
*
```

Computed properties:
- energy relative to the best compared isomer or geometry (same formula, charge and spin) (kcal/mol) = 40.1
- frontier orbital gap (eV) = 8.7
- HOMO energy (eV) = -8.84


Record 2
C21H47NO12P2 | wB97M-V/def2-TZVPD

The geometry in ORCA input format:
```
! wB97M-V def2-TZVPD RIJCOSX def2/J DEFGRID3
* xyz 0 1
C -5.621 -1.301 2.423
C -5.456 0.298 2.313
O -6.666 1.100 2.087
C -6.316 2.287 1.334
O -7.078 3.084 0.767
O -4.859 2.301 1.345
C -4.547 0.897 1.141
C -3.001 0.637 1.467
C -1.966 1.496 0.590
C -0.494 0.788 0.832
C -0.435 -0.510 -0.111
C 0.602 -1.638 0.363
N 0.260 -2.270 1.686
P -5.242 0.540 -0.591
P -4.097 -0.969 -1.656
O -3.837 -2.259 -0.867
O -5.065 -1.432 -3.014
O -2.666 -0.303 -2.361
H -6.708 -1.648 2.516
H -5.152 -1.811 1.495
H -5.043 -1.727 3.327
H -4.903 0.539 3.300
H -2.834 0.962 2.565
H -2.799 -0.491 1.438
H -1.922 2.610 0.898
H -2.175 1.483 -0.535
H -0.513 0.468 1.947
H 0.377 1.514 0.710
H -1.467 -0.998 -0.165
H -0.195 -0.125 -1.176
H 1.662 -1.210 0.342
H 0.568 -2.500 -0.407
H 1.093 -2.220 2.296
H -0.515 -1.773 2.144
H -5.078 1.783 -1.325
H -5.172 -0.597 -3.537
H -2.099 -1.093 -2.519
C 5.499 -4.591 -4.203
O 4.346 -5.368 -3.943
C 4.610 -6.765 -4.028
C 3.548 -7.554 -3.273
O 3.769 -7.578 -1.861
C 3.468 -6.367 -1.165
C 1.971 -6.117 -1.022
O 1.444 -5.557 -2.223
C 0.039 -5.705 -2.308
H 5.881 -4.788 -5.209
H 5.226 -3.537 -4.127
H 6.274 -4.799 -3.457
H 5.599 -6.993 -3.613
H 4.589 -7.042 -5.089
H 3.613 -8.599 -3.592
H 2.539 -7.212 -3.509
H 3.985 -5.516 -1.612
H 3.884 -6.501 -0.162
H 1.794 -5.397 -0.214
H 1.462 -7.060 -0.785
H -0.230 -6.767 -2.322
H -0.296 -5.254 -3.244
H -0.454 -5.200 -1.472
C 0.217 9.076 1.336
O 0.909 7.994 1.930
C 0.078 7.244 2.811
C 0.655 5.850 3.026
O 0.363 4.953 1.953
C 1.115 5.163 0.753
C 2.564 4.707 0.873
O 3.344 5.697 1.536
C 4.552 5.168 2.050
H -0.153 9.766 2.100
H 0.909 9.608 0.682
H -0.615 8.706 0.726
H -0.935 7.161 2.401
H 0.042 7.779 3.767
H 0.169 5.416 3.905
H 1.726 5.878 3.237
H 1.037 6.198 0.414
H 0.627 4.542 -0.005
H 2.989 4.565 -0.127
H 2.606 3.757 1.423
H 4.341 4.395 2.796
H 5.098 5.977 2.538
H 5.167 4.758 1.244
*
```

Computed properties:
- frontier orbital gap (eV) = 9.4
- HOMO energy (eV) = -9.18


Record 3
C3H6CaMgO4S | wB97M-V/def2-TZVPD

The geometry in ORCA input format:
```
! wB97M-V def2-TZVPD RIJCOSX def2/J DEFGRID3
* xyz 0 1
Ca 0.700 1.649 0.538
S 3.372 0.811 -0.426
O 2.887 -0.680 0.086
O 2.582 1.893 0.502
O 0.030 0.910 -1.245
C -1.291 0.464 -1.164
C -1.517 -0.771 -0.277
O -0.342 -1.155 0.430
C -0.005 -0.213 1.548
Mg 1.255 -1.097 -0.805
H -1.550 0.161 -2.196
H -1.959 1.270 -0.802
H -1.755 -1.642 -0.907
H -2.328 -0.593 0.445
H 0.802 -0.768 2.058
H -0.882 -0.240 2.215
*
```

Computed properties:
- energy relative to the best compared isomer or geometry (same formula, charge and spin) (kcal/mol) = 13.0
- frontier orbital gap (eV) = 4.7
- HOMO energy (eV) = -6.12


Record 4
C9H14O | wB97M-V/def2-TZVPD

The geometry in ORCA input format:
```
! wB97M-V def2-TZVPD RIJCOSX def2/J DEFGRID3
* xyz 0 1
C 0.429 -1.440 2.612
C 1.786 -2.147 2.484
H 0.466 -0.658 3.369
H 0.181 -0.975 1.657
H -0.362 -2.152 2.847
H 1.782 -2.763 1.584
H 1.985 -2.783 3.345
H 2.590 -1.423 2.372
C -2.684 0.888 -2.554
C 0.601 -0.300 -1.064
C 1.003 0.810 -0.323
C -0.587 -0.276 -1.765
C -1.395 0.872 -1.758
C 0.221 1.953 -0.328
C -0.982 1.975 -1.041
O 2.182 0.735 0.359
H 1.238 -1.171 -1.075
H -0.884 -1.136 -2.349
H 0.564 2.804 0.250
H 2.466 1.604 0.619
H -3.491 1.289 -1.940
H -2.960 -0.116 -2.868
H -1.572 2.882 -1.001
H -2.577 1.527 -3.431
*
```

Computed properties:
- energy relative to the best compared isomer or geometry (same formula, charge and spin) (kcal/mol) = 1.8
- frontier orbital gap (eV) = 9.3
- HOMO energy (eV) = -8.43


Record 5
C3H3BrN2O | wB97M-V/def2-TZVPD

The geometry in ORCA input format:
```
! wB97M-V def2-TZVPD RIJCOSX def2/J DEFGRID3
* xyz 0 1
C 0.712 0.942 -0.440
C -0.063 -0.015 0.145
C 0.765 0.736 -1.848
N -0.552 -0.865 -0.774
N 0.003 -0.588 -1.998
O 1.241 1.283 -2.799
Br -0.971 -1.053 -3.506
H 1.172 1.785 0.037
H -0.313 -0.135 1.182
H -1.005 -1.752 -0.619
*
```

Computed properties:
- energy relative to the best compared isomer or geometry (same formula, charge and spin) (kcal/mol) = 46.0
- frontier orbital gap (eV) = 8.5
- HOMO energy (eV) = -8.53